ORCA calculation (the ωB97M-V functional and the def2-TZVPD basis) on a structure of composition C45H75BrF9N4O12 in a non-equilibrium geometry.

Each line ends with the Mulliken charge.
Atoms and positions in Å:
Br -0.38259 -4.13433 -2.26284  0.113
F -5.83717 -1.90682 -4.44350  -0.242
F 2.08114 3.60885 -0.08459  -0.313
F -6.55967 -3.96842 -4.11778  -0.296
F -8.57732 -3.24527 -2.53743  -0.276
F -7.42238 0.50447 -0.67713  -0.308
F -6.58925 -1.53796 -0.68425  -0.271
F -9.22430 -0.87176 -1.77325  -0.310
F -8.26738 0.16530 -3.44257  -0.260
F -8.54983 -2.14463 -4.44826  -0.282
O -1.63818 -1.68588 -3.94628  -0.329
O -5.72165 4.19002 -2.67420  -0.543
O 1.25723 5.32621 2.80973  -0.600
O 2.91646 -3.32972 -2.94923  -0.450
O 4.64436 7.47866 4.13703  -0.510
O 2.01734 -4.93830 3.04740  -0.477
O -1.38243 -8.51332 1.91583  -0.547
O 5.66684 -4.32341 6.18135  -0.556
O -4.44651 -0.60699 -2.08642  -0.294
O 4.04780 -0.05835 3.24873  -0.587
O 0.15968 -2.93181 -3.54560  -0.442
O 1.86493 -0.18237 -3.86986  -0.548
N -0.74862 4.16801 -4.97643  -0.417
N -3.02320 3.14950 -5.45506  -0.632
N 0.65212 1.79762 -0.93516  1.190
N -2.49679 4.32494 -3.44645  -0.688
C -8.05840 -0.83689 -2.52733  0.585
C 2.69591 2.12071 -2.38100  -1.128
C 6.48812 7.47870 5.63420  -1.155
C 4.46666 -2.67344 -4.69507  -1.398
C -0.13082 -0.55513 -2.54882  0.376
C 3.03809 -0.95015 -3.44005  -0.380
C 5.84956 7.43507 4.27091  0.841
C -6.45522 -2.71972 -3.51037  0.117
C 2.68578 6.82038 1.63842  -0.886
C 0.69777 2.52765 1.50637  -0.371
C 2.22220 3.51108 -3.01004  -0.662
C 6.76802 7.33501 3.08000  -1.022
C 2.46012 -6.01306 0.97336  -0.972
C -2.57059 -8.68161 1.73031  0.827
C -2.26273 -0.76646 -1.04878  -0.931
C -5.63761 0.17854 -2.18620  -0.836
C 1.07914 0.20186 -2.80961  -0.182
C 3.02694 -2.41972 -4.06142  0.068
C -2.12942 3.89280 -4.60035  0.610
C 1.60022 3.28370 -4.44965  -0.751
C 1.63029 1.33108 1.94895  -1.069
C -0.94347 -0.05085 -1.42379  -0.044
C 1.75935 -5.86261 2.30038  0.806
C 4.24592 -1.25595 3.19089  0.851
C 3.65660 -5.57383 5.99773  -0.904
C -6.82716 5.08159 -0.76702  -1.252
C 0.04849 3.02895 -4.42189  -0.355
C 0.73160 -6.90138 2.65842  -1.063
C 0.88432 2.92846 -0.01797  -0.468
C -7.92727 -2.26168 -3.21215  0.687
C -3.53834 -8.77029 2.88118  -1.117
C -0.52485 1.09503 -0.69003  -0.408
C 1.41065 1.37195 -1.97271  1.137
C 3.26847 -2.24468 3.76394  -0.552
C 0.71386 7.62388 3.07608  -1.220
C 4.93691 -5.30934 8.21656  -1.174
C 4.83453 -5.00302 6.74444  0.850
C 5.48541 -1.81342 2.53916  -1.131
C -7.95466 3.42920 -2.38566  -0.928
C 1.52694 6.47961 2.53385  0.855
C -3.44424 0.22230 -1.47946  -0.277
C -6.90304 -0.48136 -1.51966  0.708
C -0.58931 -1.76592 -3.38787  -0.451
C -6.73750 4.23051 -2.00600  0.822
C -3.13646 -8.81038 0.33945  -1.094
H 1.86460 4.10242 -5.16565  0.436
H -7.61920 5.82344 -0.88182  0.356
H 5.20846 -2.45076 1.69670  0.244
H 1.34784 8.27559 3.67971  0.310
H 1.43216 3.99723 -2.37338  0.302
H 5.01214 -6.38770 8.36801  0.321
H 0.31013 -6.66883 3.63658  0.281
H 3.93735 -0.41598 -3.83264  0.316
H -5.88057 5.60073 -0.61571  0.346
H -3.78428 0.74583 -0.55172  0.494
H 2.89572 -2.89871 2.97688  0.205
H -8.79930 4.09413 -2.57355  0.503
H -4.03596 -9.74163 2.87498  0.347
H 3.26473 1.60871 -3.19106  0.279
H 2.09217 1.62997 2.92543  0.450
H -1.22033 1.41793 0.11734  0.426
H 3.40309 7.43663 2.18187  0.263
H 6.10067 -0.99207 2.17016  0.345
H -5.52153 1.21751 -1.77581  0.365
H 7.35503 6.41675 3.13908  0.325
H 4.06315 -4.91686 8.74006  0.314
H -2.99471 -8.66159 3.81961  0.286
H -0.08646 7.23311 3.70471  0.327
H -7.02544 4.45246 0.10287  0.318
H -0.37596 2.39371 1.78232  0.680
H 3.18145 5.90133 1.32298  0.131
H 7.13778 8.35227 5.71300  0.330
H 4.72468 -3.76162 -4.61800  0.370
H 2.07339 2.34965 -4.85782  0.173
H 0.27014 8.18784 2.25336  0.352
H -3.47490 4.07356 -3.26518  0.200
H 6.17418 7.31265 2.16588  0.218
H -3.85759 -8.01165 0.15537  0.321
H -2.80499 2.14927 -5.42692  0.258
H -0.20804 2.11846 -5.02607  0.220
H 0.06281 3.67776 -0.20739  0.368
H 0.95484 0.46285 2.18297  0.242
H 3.66692 -3.10861 -2.36914  0.342
H -3.61634 -9.78335 0.22157  0.348
H 2.43823 1.07347 1.22769  0.190
H 3.17283 -5.19727 0.84595  0.169
H 5.71101 7.55057 6.39489  0.298
H 3.07262 4.23346 -3.09076  0.497
H -2.33258 -1.04055 0.03788  0.554
H -4.27702 -7.96981 2.80907  0.331
H 2.42559 -1.70785 4.20139  0.289
H 2.72638 -5.19155 6.42235  0.334
H -2.32895 -8.72807 -0.38837  0.279
H -3.97497 3.23602 -5.09621  0.356
H 1.19763 -7.88660 2.70289  0.355
H 3.71264 -5.27243 4.95211  0.059
H 1.03965 3.44030 2.06781  0.110
H 3.75187 -2.83479 4.54493  0.031
H 3.06576 -0.96029 -2.32467  0.327
H -5.81128 -2.86396 -2.61383  0.287
H -3.05526 0.94713 -2.24990  0.279
H 4.54574 -2.29328 -5.74357  0.337
H -0.06859 -6.89943 1.92425  0.284
H -2.41692 -1.72660 -1.60654  0.293
H -8.19908 2.72725 -1.58646  0.171
H 2.32885 7.34867 0.75129  0.399
H 3.40236 2.28488 -1.53546  0.555
H -0.49847 4.98350 -4.41153  0.376
H 7.42996 8.20213 3.04662  0.331
H -7.74470 2.86592 -3.29541  0.183
H 3.67456 -6.66427 6.04998  0.439
H 3.00230 -6.95963 0.94429  0.361
H 5.83049 -4.83564 8.62289  0.326
H -5.83750 0.31488 -3.28719  0.367
H 2.20464 -2.55416 -4.79934  0.423
H 6.06323 -2.38491 3.26794  0.316
H 5.19067 -2.13281 -4.03191  0.376
H 1.73205 -5.97269 0.16089  0.264
H 7.06295 6.56674 5.80522  0.331
H -0.34597 2.84786 -3.37431  0.328

Calculated values
Charge: +1
E_HOMO, Ha: -0.3997
Molecular weight, u: 1115.00
Strongest force on any atom, eV/A: 4.1
Gap between HOMO and LUMO, eV: 6.75